68
Properties=species:S:1:pos:R:3:forces:R:3:nbo_charge:R:1 method="wB97M-V/def2-TZVPD" e_homo_ev=-6.80 energy_ha=-1561.0817 molar_mass_g_mol=462.55 relative_energy_kj_mol=0.0 gap_ev=7.17
Be 21.179 29.909 7.737 -0.12 0.18 -1.49 1.62
C 19.478 26.437 4.619 -0.07 0.65 1.41 -0.63
C 20.303 27.749 4.640 0.16 -0.07 -0.73 0.13
C 19.549 28.750 3.777 0.01 -0.21 -0.09 -0.62
O 20.694 28.248 5.868 -0.07 -0.22 1.33 -1.02
H 20.025 25.701 5.208 -0.14 -0.33 -0.05 0.19
H 19.230 26.064 3.625 0.31 0.06 -0.04 0.20
H 18.544 26.668 5.131 -0.34 -0.27 0.16 0.18
H 21.186 27.434 4.084 0.76 0.19 -0.45 0.09
H 18.805 29.189 4.441 0.07 0.54 -0.20 0.19
H 19.006 28.250 2.974 -0.04 -0.09 -0.14 0.18
H 20.236 29.446 3.295 -0.23 0.46 0.39 0.20
C 22.375 32.533 4.370 -0.55 0.53 -1.25 -0.72
C 21.954 31.945 5.652 0.15 -0.99 2.07 0.75
O 22.774 31.384 6.399 2.14 -1.32 1.22 -0.78
O 20.768 31.880 6.000 -2.52 0.55 -0.54 -0.78
H 23.420 32.767 4.164 -0.02 -0.43 0.53 0.22
H 21.782 33.411 4.114 -0.13 -0.03 0.10 0.22
H 22.015 31.734 3.723 0.28 0.10 -0.66 0.25
O 22.341 30.199 10.080 0.44 -1.14 -1.04 -0.66
C 23.515 30.228 10.430 -0.67 -0.30 3.60 0.72
N 24.361 31.170 10.036 0.71 0.70 -1.04 -0.81
C 23.983 29.393 11.750 -1.05 1.04 -1.77 -0.71
H 24.061 31.700 9.230 0.06 0.18 -0.05 0.42
H 25.103 31.546 10.609 -0.05 -0.55 -0.22 0.40
H 23.043 28.985 12.121 0.30 -0.43 -0.04 0.23
H 24.340 30.074 12.523 0.22 0.13 -0.19 0.22
H 24.744 28.648 11.519 -0.19 -0.01 0.04 0.23
O 20.794 32.163 9.077 -0.64 -6.74 0.99 -0.65
C 20.916 33.311 9.247 0.42 1.94 1.18 0.67
N 20.966 33.979 8.134 0.71 4.41 -1.60 -0.80
C 21.038 33.835 10.663 0.20 0.97 -0.30 -0.70
H 21.072 33.442 7.286 -0.37 -0.30 -0.17 0.44
H 21.211 34.959 8.122 -0.10 -0.11 -0.12 0.37
H 20.085 33.711 11.178 0.17 -0.32 0.06 0.24
H 21.312 34.885 10.764 -0.04 0.12 -0.25 0.21
H 21.849 33.258 11.107 -0.33 -0.17 0.21 0.24
O 23.162 28.362 7.782 0.00 1.83 1.36 -0.69
C 23.518 27.195 7.781 -0.01 0.52 1.50 0.69
N 23.066 26.425 6.849 -0.78 -2.87 -2.34 -0.78
C 24.418 26.509 8.817 0.24 0.83 -0.94 -0.70
H 22.347 26.769 6.229 -0.39 0.72 -0.13 0.45
H 23.300 25.447 6.756 0.04 0.28 0.26 0.38
H 24.512 25.461 8.532 -0.06 -0.03 0.54 0.21
H 24.077 26.692 9.836 -0.14 -0.23 -0.17 0.23
H 25.402 26.962 8.702 0.12 0.02 0.18 0.23
N 19.973 28.030 9.254 0.02 -0.40 1.16 -0.47
C 19.055 27.197 8.727 0.33 0.59 0.50 0.06
C 18.127 26.507 9.521 0.30 -0.58 0.06 -0.26
C 18.245 26.562 10.873 0.38 1.46 1.96 -0.16
C 19.198 27.421 11.474 -0.52 -1.04 -0.77 -0.27
C 20.044 28.088 10.641 0.00 0.55 -1.73 0.02
H 19.068 27.069 7.655 0.08 0.36 -0.24 0.24
H 17.349 25.831 9.197 0.14 0.14 -0.90 0.23
H 17.563 26.068 11.549 -0.17 -0.34 -0.21 0.21
H 19.313 27.548 12.540 -0.15 -0.18 0.06 0.22
H 20.783 28.730 11.098 0.22 0.25 -0.55 0.22
N 18.702 30.652 8.232 0.30 0.67 0.62 -0.47
C 17.962 30.683 7.139 -1.06 -0.84 -0.09 0.06
C 16.599 30.840 7.269 -1.87 1.44 0.75 -0.26
C 15.994 31.126 8.498 -0.41 -1.55 0.18 -0.16
C 16.727 31.075 9.669 1.87 0.78 -1.13 -0.27
C 18.094 30.968 9.415 1.27 -0.94 -0.15 0.05
H 18.352 30.479 6.153 0.70 -0.01 0.18 0.24
H 15.847 30.901 6.497 0.66 -0.29 -0.83 0.22
H 14.916 31.153 8.542 -0.16 0.35 -0.11 0.21
H 16.424 31.250 10.691 -0.42 0.02 -0.16 0.23
H 18.817 31.109 10.205 0.03 -0.27 0.27 0.21


73
Properties=species:S:1:pos:R:3:forces:R:3:mulliken_charge:R:1 method="wB97M-V/def2-TZVPD" e_homo_ev=-10.89 energy_ha=-32043.8238 molar_mass_g_mol=1322.37 total_charge=+1 gap_ev=6.84
C 6.450 -2.615 0.222 -0.05 -0.58 -0.06 -0.50
O 6.686 -1.146 0.383 -2.00 -1.34 -1.01 -0.24
C 5.435 -0.484 -0.017 -1.01 0.66 1.00 -0.40
C 5.304 1.045 0.564 -0.68 0.39 -0.40 -0.13
C 3.712 1.475 0.375 1.06 -0.71 -1.34 -0.45
C 3.560 1.865 -1.243 -0.98 0.66 0.88 -0.53
C 2.166 2.773 -1.324 0.93 -1.85 -0.16 -0.58
C 0.925 1.712 -1.123 0.13 0.74 -1.88 -0.46
C -0.387 2.393 -1.883 0.41 -0.16 0.64 -0.44
C -1.425 3.019 -0.773 -0.23 1.15 -0.83 -0.70
C -2.961 2.666 -1.219 0.14 -0.22 -0.14 -0.57
C -3.964 2.237 0.005 1.27 0.22 -0.13 -0.46
N -5.285 1.807 -0.666 -5.14 -1.38 -3.37 0.26
C -5.688 2.065 -2.122 -1.73 -0.86 0.29 -0.23
N -7.050 1.569 -2.552 3.79 -0.63 7.80 -0.09
C -7.576 0.938 -1.273 2.98 0.79 1.46 -0.36
C -6.461 1.036 -0.031 -1.96 0.95 -5.47 0.25
C -6.581 0.464 1.504 1.27 1.06 0.84 -0.26
O -7.467 -0.703 1.661 1.89 -0.54 -3.12 -0.27
C -7.130 -1.782 0.721 4.01 -2.98 -1.94 0.53
C -8.379 -2.341 -0.234 -0.23 0.66 -0.18 -0.87
O -5.928 -2.330 0.528 -7.15 4.16 1.80 -0.48
H 5.980 -3.098 1.205 0.81 1.25 -2.01 0.23
H 5.696 -2.761 -0.688 1.77 0.03 1.91 0.29
H 7.470 -3.190 0.043 -2.13 1.52 0.20 0.11
H 5.262 -0.433 -1.179 0.65 -0.34 2.09 0.19
H 4.533 -1.111 0.450 1.77 1.33 -0.97 0.29
H 5.622 1.183 1.681 -0.42 -0.61 -2.17 0.25
H 5.912 1.808 -0.120 -1.08 -1.79 1.70 -0.11
H 3.370 2.347 1.076 0.83 -1.52 -1.45 0.38
H 3.030 0.547 0.584 1.23 1.74 -0.25 0.14
H 3.467 0.883 -1.915 0.10 2.20 1.52 0.22
H 4.485 2.478 -1.636 -1.79 -1.16 0.96 0.31
H 2.102 3.238 -2.402 -0.05 -0.68 2.28 0.35
H 2.191 3.561 -0.459 -0.09 -1.27 -1.89 0.18
H 0.715 1.407 -0.012 0.36 0.72 -2.18 0.23
H 1.203 0.738 -1.752 -0.55 2.02 1.55 0.20
H -0.835 1.555 -2.565 0.34 1.63 1.42 0.34
H -0.068 3.280 -2.615 -0.51 -2.09 1.68 0.25
H -1.158 2.760 0.342 -0.61 0.11 -2.29 0.39
H -1.315 4.205 -0.859 -0.27 -2.59 0.41 0.26
H -2.920 1.727 -1.955 -0.16 2.06 1.61 0.37
H -3.370 3.611 -1.818 0.63 -2.15 1.39 0.24
H -4.137 3.100 0.808 0.05 -1.82 -2.00 0.27
H -3.502 1.306 0.593 -1.21 1.87 -1.49 0.29
H -5.111 2.589 -2.995 -0.72 -1.06 2.51 0.33
H -7.561 1.604 -3.466 1.06 0.15 1.16 0.28
H -8.642 0.453 -1.259 2.51 1.11 0.08 0.27
H -7.004 1.316 2.224 0.65 -1.97 -1.80 0.35
H -5.490 0.231 1.927 -2.27 0.32 -1.23 0.29
H -8.920 -3.283 0.248 1.36 2.11 -0.95 0.31
H -9.191 -1.492 -0.440 1.75 -1.88 0.91 0.22
H -7.956 -2.613 -1.316 -0.59 0.40 2.73 0.31
C -2.607 -2.634 -0.093 -0.34 -0.11 0.04 0.30
Br -1.851 -2.358 1.678 -0.19 -0.05 -0.43 -0.04
Br -1.722 -1.540 -1.436 -0.13 -0.15 0.28 -0.04
Br -2.624 -4.515 -0.588 0.06 0.57 0.16 -0.03
H -3.651 -2.305 -0.050 0.44 -0.18 0.01 -0.19
C 10.229 -4.673 2.147 0.26 0.00 0.03 -0.31
Br 9.960 -2.798 1.706 0.02 -0.47 0.13 0.01
Br 9.729 -5.064 3.986 0.07 0.11 -0.49 0.00
Br 9.327 -5.849 0.887 0.16 0.31 0.31 -0.03
H 11.302 -4.872 2.058 -0.51 0.08 0.04 0.33
C -5.139 -4.424 3.763 0.21 -0.04 -0.23 0.09
Br -6.408 -5.821 3.293 0.30 0.39 0.16 -0.01
Br -6.022 -2.876 4.543 0.17 -0.34 -0.17 -0.03
Br -3.713 -5.095 4.903 -0.44 0.20 -0.29 -0.02
H -4.672 -4.089 2.831 -0.21 -0.12 0.40 -0.05
C 9.303 3.120 -0.521 0.30 -0.01 0.15 -0.36
Br 9.079 1.463 0.473 -0.04 0.42 -0.34 0.04
Br 9.767 2.791 -2.382 -0.19 0.07 0.47 -0.01
Br 7.749 4.279 -0.357 0.31 -0.27 -0.07 -0.03
H 10.147 3.652 -0.071 -0.41 -0.21 -0.23 0.35


60
Properties=species:S:1:pos:R:3:forces:R:3:lowdin_spin:R:1 method="wB97M-V/def2-TZVPD" e_homo_ev="-3.29 / -6.07" energy_ha=-1731.2005 molar_mass_g_mol=474.88 multiplicity=3 relative_energy_kj_mol=510.9 gap_ev="2.49 / 3.38" s2=2.02
P 0.775 -0.802 -2.239 -4.09 -1.51 -2.75 0.15
P 1.421 1.864 -1.078 -0.56 2.01 1.58 0.18
C 0.464 0.748 -3.340 1.23 -0.68 0.64 0.01
C 1.782 1.424 -3.098 -0.73 1.88 -1.02 0.01
H -0.388 1.215 -2.853 -0.09 0.12 -0.16 0.00
H 0.217 0.547 -4.374 0.07 -0.19 -0.20 0.00
H 2.576 0.722 -3.574 -0.28 0.72 0.41 0.01
H 2.003 2.381 -3.553 -0.20 0.39 -0.15 0.00
C -0.224 2.730 -0.951 -0.40 0.09 -0.98 0.04
H -0.394 3.328 -0.041 0.72 -0.46 -0.05 0.00
H -1.077 2.054 -1.029 0.13 -0.15 0.01 0.00
H -0.287 3.435 -1.792 -0.10 -0.06 0.04 0.01
C 2.525 3.275 -0.776 0.02 0.09 -0.34 0.03
H 2.518 3.822 -1.723 0.48 0.23 0.06 0.01
H 3.509 2.803 -0.581 -0.36 0.85 0.05 0.01
H 2.165 3.971 -0.008 0.32 -0.42 0.07 0.00
C -0.697 -1.464 -3.365 -0.18 -0.57 0.53 0.03
H -0.985 -2.485 -3.088 -0.10 0.24 0.01 0.00
H -0.347 -1.473 -4.415 0.02 -0.09 0.43 0.01
H -1.567 -0.795 -3.316 0.32 -0.31 0.08 0.00
C 1.795 -2.129 -3.061 0.79 0.17 -0.02 0.04
H 2.741 -2.321 -2.528 -0.22 0.10 -0.34 0.01
H 1.985 -1.840 -4.108 0.05 -0.28 0.32 0.00
H 1.192 -3.053 -3.031 0.23 0.39 -0.04 0.00
Pd 2.763 0.347 -1.645 2.75 -2.73 1.62 0.29
C -2.297 -0.789 0.271 2.23 1.66 3.62 0.44
C -2.746 -1.118 -0.946 -1.12 -1.11 -3.20 0.39
C -3.405 -2.402 -1.326 0.19 -0.91 -0.47 0.07
C -3.090 -3.649 -0.448 -0.41 -0.55 0.40 0.01
C -1.795 -4.376 -0.721 0.29 0.72 -0.20 0.01
C -0.630 -3.887 -0.285 0.08 0.21 -0.34 0.00
C -0.337 -2.728 0.644 0.14 1.30 0.15 0.01
C -1.337 -1.589 1.140 0.84 0.09 0.48 0.07
C 2.075 0.530 3.159 0.39 -0.17 -0.40 0.00
H -2.314 0.305 0.564 -0.08 -1.22 -0.24 0.03
H -2.709 -0.364 -1.729 -0.28 0.06 0.03 0.02
H -3.134 -2.626 -2.368 -0.16 -0.01 0.14 0.01
H -4.512 -2.341 -1.335 0.22 0.36 0.10 0.02
H -3.110 -3.322 0.603 -0.19 -0.26 -0.23 0.00
H -3.884 -4.399 -0.602 -0.02 0.50 0.23 0.00
H -1.824 -5.266 -1.385 0.13 0.83 0.31 0.00
H 0.291 -4.218 -0.777 -0.18 -0.56 0.52 0.00
H 0.465 -2.175 0.129 -0.18 0.00 -0.02 0.01
H 0.196 -3.028 1.583 -0.59 -0.32 -0.66 0.00
H -1.841 -1.944 2.051 -0.12 -0.12 -0.12 0.02
H -0.609 -0.830 1.544 -0.59 -0.48 -0.19 0.01
H 2.959 0.089 3.627 -0.09 0.27 0.39 0.00
H 2.466 1.034 2.253 -0.32 -0.14 0.33 0.00
H 1.501 -0.323 2.808 -0.37 0.05 0.01 0.00
F -0.764 4.716 5.799 0.68 -1.09 -0.61 0.00
C -0.086 3.656 5.220 -0.13 0.50 -1.09 0.00
C 1.298 3.713 5.088 0.13 -0.46 0.49 0.00
C 1.980 2.613 4.549 -0.42 0.05 -0.15 0.00
C 1.293 1.516 3.997 -0.21 0.65 -0.17 0.00
C -0.113 1.555 4.005 0.21 0.27 -0.03 0.00
C -0.798 2.658 4.558 0.01 -0.43 0.49 0.00
H 1.832 4.606 5.396 -0.03 -0.19 0.22 0.00
H 3.072 2.603 4.492 -0.35 0.24 0.01 0.00
H -0.674 0.729 3.535 0.24 0.61 0.20 0.00
H -1.881 2.747 4.477 0.23 -0.19 0.21 0.00